An isolated molecule of C5H5N, computed with ωB97M-V/def2-TZVPD.

Structure (XYZ):
```
11
Properties=species:S:1:pos:R:3:forces:R:3:nbo_charge:R:1
C -0.380567 1.276017 -0.293940 -1.4 0.1 -0.7 -0.573
C -0.285413 -0.039036 0.548761 1.6 2.3 1.4 -0.416
C 1.076703 -0.598673 0.264660 0.4 -2.4 -0.4 -0.011
C 1.977634 -1.331356 -0.132483 -1.6 2.3 0.7 -0.190
C -1.359095 -0.915356 0.256684 -4.9 -5.8 -4.1 0.287
H -0.154709 1.046431 -1.403822 -0.1 0.6 1.9 0.235
H 0.292569 1.992866 0.210192 -0.2 -0.2 -0.8 0.225
H -1.446427 1.689094 -0.239916 1.5 -0.5 -0.1 0.224
H -0.428888 0.275790 1.635632 0.6 -0.4 -1.2 0.268
H 2.855382 -1.705385 -0.600129 0.1 -0.3 0.1 0.242
N -2.147190 -1.690396 -0.245636 4.1 4.4 3.1 -0.290
```
Positions in Å, forces in eV/Å.

Results
Frontier orbital gap   11.32 eV

=====

C5H5N as an isolated structure, computed with ωB97M-V/def2-TZVPD.

Structure (XYZ):
```
11
Properties=species:S:1:pos:R:3:forces:R:3:nbo_charge:R:1
C -1.063065 2.606586 -1.817494 0.4 -0.8 0.2 -0.475
C -0.621446 1.745118 -1.098924 0.7 -1.1 0.8 -0.039
C 1.139330 -0.155146 1.294294 0.7 1.4 0.5 -0.021
C -0.375115 -1.371708 0.772360 -0.1 2.6 -1.1 -0.280
C 0.739708 -0.559526 0.010271 -1.3 0.7 -1.5 -0.031
N 0.375762 -0.995323 1.954987 1.2 0.7 1.4 -0.271
H -1.378406 3.135982 -2.658187 -0.4 0.8 -0.5 0.226
H 1.871137 0.666879 1.572438 -0.9 -1.5 0.3 0.224
H -1.416773 -0.975943 0.879003 1.0 -0.1 -0.7 0.234
H -0.376402 -2.352121 0.477114 -0.2 -2.8 -0.2 0.196
H 1.386388 -0.708707 -0.894410 -1.1 0.1 0.8 0.238
```
Positions in Å, forces in eV/Å.

Results
Frontier orbital gap (spin up / spin down)   8.81 / 6.73 eV

=====

An isolated molecule of C5H5N, computed with ωB97M-V/def2-TZVPD.

Structure (XYZ):
```
11
Properties=species:S:1:pos:R:3:forces:R:3:nbo_charge:R:1
C -0.356405 0.337374 0.095336 1.3 1.6 -0.9 -0.233
C -0.741418 -0.290890 -1.208078 -1.5 -0.2 -0.1 -0.021
C -1.217918 -0.841480 -2.186295 1.5 0.5 -0.8 -0.222
C 1.102196 0.654148 0.008180 7.6 -4.3 5.7 0.011
C 2.247387 0.225964 0.687563 -10.1 3.2 -6.1 -0.184
H -0.085652 -0.050034 2.034746 -0.9 -1.4 -1.2 0.358
H -1.534860 -0.313680 1.361431 -1.1 -0.8 1.0 0.347
H -0.760767 1.456457 0.271151 0.0 -2.5 -0.6 0.233
H -1.221871 -1.187343 -3.256168 -0.4 0.4 1.9 0.256
H 3.147635 0.613889 0.938329 2.8 0.6 0.9 0.200
N -0.578328 -0.604404 1.253805 0.7 2.9 0.2 -0.745
```
Positions in Å, forces in eV/Å.

Results
Frontier orbital gap   9.62 eV

=====

An isolated ion of composition C5H5N2O2 and charge -1, computed with ωB97M-V/def2-TZVPD.

Structure (XYZ):
```
14
Properties=species:S:1:pos:R:3:forces:R:3:nbo_charge:R:1
C -1.947525 -0.297934 -0.081157 -3.8 -1.8 0.7 -0.387
C -1.846006 1.042550 0.115952 -1.7 1.6 -1.0 -0.051
C -0.652118 -0.893885 -0.084370 0.7 1.6 0.3 0.340
C 0.168047 0.263168 -0.074273 1.0 -0.4 0.1 0.028
C 2.114126 -1.013057 0.039700 -1.8 -1.3 1.3 -0.292
N -0.586981 1.447477 0.017848 4.0 -1.8 0.7 -0.551
N 1.565791 0.183123 0.032477 0.1 -1.4 -0.9 0.113
O 2.320464 1.210465 -0.075731 -0.2 1.5 -0.2 -0.647
O -0.287948 -2.079987 0.033328 -0.8 -1.5 -0.3 -0.753
H -2.934851 -0.922352 -0.051447 2.0 1.4 0.1 0.193
H -2.501923 1.885340 0.269601 -1.0 -0.5 -0.2 0.182
H 3.118531 -1.147051 -0.157621 2.1 0.7 -0.2 0.160
H 1.563407 -1.922352 0.351367 0.0 1.3 -0.6 0.243
H -0.093020 2.244493 -0.335671 -0.6 0.7 0.2 0.421
```
Positions in Å, forces in eV/Å.

Results
Net charge   -1
Frontier orbital gap   6.67 eV

=====

An isolated molecule of C5H5N3OS, computed with ωB97M-V/def2-TZVPD.

Structure (XYZ):
```
15
Properties=species:S:1:pos:R:3:forces:R:3:nbo_charge:R:1
C -1.016498 1.449820 0.210242 1.0 -1.6 -1.2 -0.377
C 0.236898 0.887691 -0.037491 -1.8 -1.7 -0.2 0.102
C 1.128293 -1.432916 -0.656914 -4.9 0.4 1.2 0.009
C 0.570026 -2.653305 -0.444281 0.4 -1.2 -1.4 -0.508
C -2.229412 0.755178 0.108516 -1.5 1.9 -1.4 0.057
N -2.345200 -0.513098 -0.058243 -0.2 -2.7 0.2 -0.178
N 0.288068 -0.320187 -0.587034 0.3 -1.0 0.0 -0.423
N -1.564556 -1.387664 -0.560215 0.7 3.0 0.0 -0.253
O -0.959227 -2.779265 1.611436 -0.6 -0.1 1.8 -0.935
S -1.153279 -2.847924 0.188129 1.7 -0.3 -1.0 1.430
H -0.988756 2.355834 0.700592 -0.3 1.9 0.8 0.219
H 1.055456 1.438852 0.323472 1.5 0.3 0.5 0.187
H 1.993524 -1.442646 -1.170742 3.3 0.5 -1.3 0.210
H 1.119810 -3.592526 -0.840524 -1.2 1.6 1.2 0.242
H -3.215332 1.338396 0.048799 1.5 -1.0 0.9 0.217
```
Positions in Å, forces in eV/Å.

Results
Frontier orbital gap (spin up / spin down)   7.24 / 7.24 eV

=====

An isolated molecule of C5H5N5, computed with ωB97M-V/def2-TZVPD.

Structure (XYZ):
```
15
Properties=species:S:1:pos:R:3:forces:R:3:nbo_charge:R:1
C 0.582156 -1.659965 -0.407647 0.8 -0.3 0.4 0.319
C -0.349414 -0.031785 1.077827 -0.9 -0.2 -0.3 -0.212
C -1.700746 -0.111273 0.411106 0.3 0.3 0.2 0.257
C 0.295896 1.315410 0.877516 0.4 0.6 -0.5 0.206
C 0.757492 1.618670 -0.486761 0.0 -0.1 0.2 0.194
H 0.123890 -1.987518 -2.340956 0.0 -0.1 -0.2 0.405
H -0.870592 -0.778766 -1.626273 0.5 -0.3 0.1 0.417
H 1.309764 -2.482840 -0.544073 -0.3 0.5 0.3 0.182
H -0.544950 -0.057116 2.137721 -0.1 -0.1 0.5 0.267
H 0.988729 2.940191 1.519366 0.0 0.0 0.1 0.356
N -0.077367 -1.413701 -1.548601 -0.8 0.5 -0.2 -0.801
N 0.548649 -1.107201 0.754126 0.2 -0.4 -0.4 -0.518
N -2.714066 -0.201053 -0.126442 0.3 0.0 0.1 -0.314
N 0.503846 2.104630 1.845226 -0.2 -0.3 -0.3 -0.499
N 1.146713 1.852317 -1.542136 -0.1 0.0 0.1 -0.258
```
Positions in Å, forces in eV/Å.

Results
Frontier orbital gap   9.71 eV

=====

An isolated molecule of C5H5NO, computed with ωB97M-V/def2-TZVPD.

Structure (XYZ):
```
12
Properties=species:S:1:pos:R:3:forces:R:3:nbo_charge:R:1
N 1.155814 0.649698 2.706351 -0.3 -0.3 -1.0 -0.291
C 0.853807 0.226147 1.672113 0.2 0.3 0.9 0.257
C 0.525136 -0.303961 0.371357 0.0 -0.3 0.0 -0.119
C 0.628109 -1.616716 0.156053 0.0 0.2 0.0 -0.288
C -1.442753 0.885827 -0.667599 -0.2 0.0 0.4 0.445
C 0.059801 0.658841 -0.695115 0.0 0.0 0.0 -0.536
O -2.128643 0.756923 0.314534 0.3 0.0 -0.5 -0.496
H 0.394007 -2.033361 -0.820039 0.0 0.1 0.1 0.203
H 0.929007 -2.304404 0.939598 0.0 0.1 -0.1 0.221
H -1.884612 1.190559 -1.638080 0.0 0.1 0.1 0.114
H 0.345180 0.289450 -1.685977 -0.1 0.0 0.1 0.235
H 0.534671 1.643185 -0.580436 -0.1 -0.1 0.0 0.257
```
Positions in Å, forces in eV/Å.

Results
Frontier orbital gap   10.49 eV

=====

An isolated molecule of C5H5NO, computed with ωB97M-V/def2-TZVPD.

Structure (XYZ):
```
12
Properties=species:S:1:pos:R:3:forces:R:3:nbo_charge:R:1
O -1.163621 -1.424375 0.958841 0.0 0.2 -0.2 -0.496
C -0.643435 -0.823510 0.046358 0.0 -0.1 0.3 0.500
C -1.373193 -0.379945 -1.143721 -0.3 0.4 -0.7 -0.136
C -1.905999 0.112164 -2.110066 0.3 -0.5 0.6 -0.132
C 0.788613 -0.387451 0.074062 0.0 -0.1 -0.2 -0.184
C 1.027672 0.891647 0.783162 0.1 0.3 0.1 -0.232
N 1.539478 -0.370488 1.309786 -0.1 0.0 0.1 -0.561
H -2.409043 0.504727 -2.968321 0.1 -0.1 0.2 0.241
H 1.359807 -0.634545 -0.815550 -0.1 0.1 0.0 0.224
H 0.165106 1.346898 1.266924 0.1 -0.1 0.0 0.200
H 1.768575 1.589391 0.404672 -0.1 -0.1 0.1 0.205
H 0.981116 -0.703425 2.093655 -0.1 0.0 -0.2 0.371
```
Positions in Å, forces in eV/Å.

Results
Frontier orbital gap   10.21 eV

=====

Number 1: maximum force 0.168 Eh/bohr. Number 2: maximum force 0.055 Eh/bohr. Number 3: maximum force 0.237 Eh/bohr. Number 4: maximum force 0.086 Eh/bohr. Number 5: maximum force 0.098 Eh/bohr. Number 6: maximum force 0.020 Eh/bohr. Number 7: maximum force 0.021 Eh/bohr. Number 8: maximum force 0.016 Eh/bohr.